{"formula": "C2H3N2P", "method": "wB97M-V/def2-TZVPD", "de_lowest_ev": 3.1984, "homo_lumo_gap_ev": [6.1, 7.6], "lumo_energy_ev": [0.35, -2.08], "multiplicity": 3, "s_squared": 2.0318, "total_energy_ev": -14384.262, "symbols": ["C", "C", "N", "N", "P", "H", "H", "H"], "coordinates": [[0.81, 1.26, 0.02], [0.50, -0.96, -0.02], [-1.36, 1.09, -0.02], [1.26, 0.13, 0.02], [-1.14, -0.41, 0.03], [1.10, 2.28, -0.06], [0.88, -1.95, 0.15], [-2.05, -1.45, -0.11]]}

=====

{"formula": "C21H28BF4InN6", "method": "wB97M-V/def2-TZVPD", "de_lowest_ev": 0.3634, "homo_lumo_gap_ev": 8.2, "total_charge": 2, "lumo_energy_ev": -6.63, "total_energy_ev": -47887.877, "symbols": ["In", "N", "C", "C", "N", "C", "C", "N", "H", "H", "H", "H", "H", "H", "H", "H", "H", "H", "H", "H", "H", "C", "C", "C", "C", "C", "C", "N", "C", "C", "C", "C", "C", "N", "C", "C", "C", "C", "C", "C", "N", "H", "H", "H", "H", "H", "H", "H", "H", "H", "H", "H", "H", "H", "H", "H", "F", "B", "F", "F", "F"], "coordinates": [[0.37, 0.15, -0.15], [1.75, -0.76, 1.42], [2.32, 0.18, 2.42], [1.21, 1.07, 2.94], [0.53, 1.75, 1.82], [1.12, 3.03, 1.38], [1.90, 2.85, 0.08], [1.08, 2.10, -0.91], [2.50, -1.17, 0.87], [1.28, -1.53, 1.89], [2.79, -0.37, 3.24], [3.09, 0.75, 1.92], [0.46, 0.46, 3.46], [1.61, 1.78, 3.66], [-0.43, 1.92, 2.10], [0.31, 3.75, 1.24], [1.79, 3.44, 2.14], [2.17, 3.82, -0.33], [2.80, 2.28, 0.23], [0.33, 2.70, -1.26], [1.67, 1.85, -1.70], [-2.49, 2.62, 0.58], [-2.56, 1.42, 1.48], [-3.31, 1.45, 2.66], [-3.36, 0.33, 3.46], [-2.70, -0.83, 3.04], [-2.00, -0.79, 1.85], [-1.89, 0.33, 1.11], [-1.46, -2.01, 1.19], [-1.82, -3.31, 1.51], [-1.44, -4.33, 0.63], [-0.82, -4.02, -0.57], [-0.51, -2.69, -0.82], [-0.74, -1.76, 0.10], [-0.08, -2.14, -2.14], [0.25, -2.95, -3.20], [0.50, -2.36, -4.43], [0.34, -1.00, -4.57], [-0.01, -0.23, -3.45], [-0.26, 1.23, -3.63], [-0.16, -0.79, -2.25], [-3.45, 2.77, 0.09], [-2.28, 3.54, 1.14], [-1.74, 2.49, -0.20], [-3.84, 2.35, 2.93], [-3.92, 0.34, 4.38], [-2.76, -1.73, 3.63], [-2.41, -3.54, 2.38], [-1.69, -5.35, 0.86], [-0.64, -4.79, -1.30], [0.33, -4.02, -3.08], [0.79, -2.97, -5.28], [0.48, -0.51, -5.52], [-0.90, 1.39, -4.49], [-0.77, 1.65, -2.77], [0.67, 1.77, -3.82], [2.63, 0.58, -2.51], [3.27, -0.32, -1.63], [3.62, 0.39, -0.46], [4.27, -1.01, -2.19], [2.21, -1.24, -1.16]]}

=====

{"formula": "C27H23F3IrN3O3PS", "method": "wB97M-V/def2-TZVPD", "de_lowest_ev": 2.1764, "homo_lumo_gap_ev": 7.8, "total_charge": 1, "lumo_energy_ev": -3.30, "total_energy_ev": -70096.251, "symbols": ["Ir", "N", "C", "C", "O", "O", "H", "H", "H", "H", "O", "N", "C", "C", "C", "C", "C", "C", "C", "P", "C", "C", "C", "C", "C", "C", "C", "C", "C", "C", "C", "C", "H", "H", "H", "H", "H", "H", "H", "H", "H", "H", "H", "H", "H", "H", "H", "H", "F", "C", "F", "F", "C", "C", "C", "C", "N", "C", "S", "H", "H", "H"], "coordinates": [[0.77, 0.82, 1.27], [2.93, 1.19, 1.17], [3.43, 1.23, 2.57], [2.37, 1.72, 3.54], [2.57, 1.87, 4.71], [1.22, 1.97, 2.92], [3.39, 0.43, 0.68], [3.11, 2.04, 0.65], [4.32, 1.85, 2.66], [3.68, 0.21, 2.87], [-1.12, 2.70, 2.72], [-0.87, 2.31, 1.42], [-1.79, 2.72, 0.65], [-1.85, 2.56, -0.80], [-2.81, 3.35, -1.44], [-2.94, 3.34, -2.82], [-2.12, 2.53, -3.58], [-1.17, 1.72, -2.95], [-1.03, 1.73, -1.56], [0.06, 0.48, -0.86], [-0.97, -1.00, -1.12], [-0.80, -1.87, -2.19], [-1.64, -2.97, -2.33], [-2.65, -3.20, -1.41], [-2.84, -2.32, -0.35], [-2.00, -1.23, -0.21], [1.50, 0.38, -1.96], [2.00, 1.56, -2.51], [3.20, 1.57, -3.19], [3.94, 0.40, -3.32], [3.46, -0.78, -2.78], [2.25, -0.79, -2.09], [-0.24, 2.61, 3.16], [-2.57, 3.31, 1.11], [-3.45, 3.99, -0.84], [-3.69, 3.96, -3.29], [-2.21, 2.50, -4.65], [-0.55, 1.08, -3.55], [-0.03, -1.70, -2.93], [-1.50, -3.65, -3.17], [-3.30, -4.06, -1.52], [-3.63, -2.49, 0.36], [-2.16, -0.53, 0.61], [1.44, 2.49, -2.41], [3.57, 2.50, -3.62], [4.88, 0.41, -3.86], [4.02, -1.70, -2.88], [1.90, -1.72, -1.66], [-0.74, -5.18, 2.46], [0.02, -4.17, 2.04], [0.04, -4.19, 0.70], [1.28, -4.40, 2.45], [-0.48, -2.85, 2.56], [-1.54, -2.77, 3.44], [-1.99, -1.53, 3.89], [-1.38, -0.39, 3.41], [-0.36, -0.47, 2.54], [0.11, -1.66, 2.14], [1.44, -1.37, 1.06], [-2.02, -3.68, 3.77], [-2.80, -1.45, 4.60], [-1.68, 0.61, 3.71]]}

=====

{"formula": "C44H35BrGeN6O2S2Ti", "method": "wB97M-V/def2-TZVPD", "de_lowest_ev": 0.8919, "homo_lumo_gap_ev": [6.0, 5.8], "total_charge": 1, "lumo_energy_ev": [-3.36, -3.46], "multiplicity": 2, "s_squared": 0.7616, "total_energy_ev": -230573.409, "symbols": ["Ti", "C", "C", "N", "C", "C", "C", "C", "C", "C", "C", "C", "C", "N", "C", "H", "H", "H", "H", "H", "H", "H", "H", "N", "C", "C", "C", "C", "C", "C", "S", "O", "O", "N", "C", "S", "C", "C", "N", "H", "H", "H", "H", "H", "H", "H", "H", "Br", "C", "C", "C", "C", "N", "C", "H", "H", "H", "H", "C", "C", "C", "C", "C", "C", "Ge", "C", "C", "C", "C", "C", "C", "C", "C", "C", "C", "C", "C", "H", "H", "H", "H", "H", "H", "H", "H", "H", "H", "H", "H", "H", "H", "H"], "coordinates": [[-0.56, 1.17, 0.14], [-0.53, 5.60, 0.40], [-0.24, 4.26, 0.71], [-0.93, 3.24, 0.21], [-2.01, 3.52, -0.56], [-2.37, 4.82, -0.90], [-1.58, 5.87, -0.42], [-3.55, 5.02, -1.71], [-4.33, 3.99, -2.07], [-4.03, 2.65, -1.63], [-4.89, 1.56, -1.86], [-4.59, 0.35, -1.31], [-3.41, 0.21, -0.57], [-2.56, 1.19, -0.40], [-2.87, 2.42, -0.90], [0.08, 6.38, 0.82], [0.58, 4.02, 1.36], [-1.82, 6.90, -0.68], [-3.81, 6.03, -2.00], [-5.23, 4.15, -2.65], [-5.79, 1.69, -2.44], [-5.25, -0.50, -1.43], [-3.16, -0.73, -0.11], [7.77, -0.11, 1.26], [6.50, 0.39, 1.09], [6.21, 1.25, 0.02], [4.93, 1.72, -0.17], [3.92, 1.33, 0.71], [4.20, 0.49, 1.79], [5.48, 0.02, 1.97], [2.31, 1.91, 0.48], [1.66, 2.04, 1.78], [2.37, 3.08, -0.36], [1.44, 0.73, -0.26], [1.21, 0.93, -1.64], [2.33, 0.81, -2.93], [1.07, 1.16, -4.05], [-0.10, 1.34, -3.39], [-0.02, 1.18, -2.02], [8.53, 0.28, 0.73], [8.01, -0.57, 2.11], [7.00, 1.55, -0.66], [4.70, 2.39, -0.99], [3.41, 0.19, 2.48], [5.70, -0.63, 2.81], [1.25, 1.22, -5.11], [-1.05, 1.55, -3.85], [1.55, -1.10, 4.87], [0.15, -0.13, 4.08], [-0.86, 0.43, 4.83], [-1.87, 1.11, 4.18], [-1.82, 1.22, 2.81], [-0.83, 0.69, 2.08], [0.13, 0.01, 2.71], [-0.86, 0.33, 5.91], [-2.68, 1.56, 4.73], [-2.60, 1.73, 2.26], [0.91, -0.43, 2.10], [-4.13, -4.01, 1.74], [-3.85, -4.15, 0.39], [-2.78, -3.46, -0.18], [-1.95, -2.62, 0.58], [-2.26, -2.50, 1.94], [-3.33, -3.18, 2.52], [-0.47, -1.58, -0.26], [1.13, -2.46, 0.46], [2.41, -2.11, 0.01], [3.55, -2.67, 0.58], [3.44, -3.59, 1.61], [2.17, -3.96, 2.07], [1.04, -3.39, 1.49], [-0.58, -2.16, -2.13], [-1.57, -1.63, -2.98], [-1.74, -2.09, -4.28], [-0.91, -3.10, -4.77], [0.09, -3.62, -3.95], [0.24, -3.16, -2.65], [-4.97, -4.54, 2.19], [-4.46, -4.80, -0.23], [-2.58, -3.60, -1.24], [-1.65, -1.87, 2.59], [-3.53, -3.07, 3.58], [2.53, -1.40, -0.79], [4.53, -2.39, 0.21], [4.32, -4.03, 2.06], [2.07, -4.69, 2.86], [0.06, -3.70, 1.86], [-2.21, -0.84, -2.62], [-2.52, -1.68, -4.91], [-1.04, -3.46, -5.78], [0.73, -4.40, -4.33], [1.02, -3.59, -2.03]]}

=====

{"formula": "C2H3MnO2", "method": "wB97M-V/def2-TZVPD", "de_lowest_ev": 0.0000, "homo_lumo_gap_ev": [5.4, 10.5], "total_charge": 2, "lumo_energy_ev": [-12.42, -12.54], "multiplicity": 7, "s_squared": 12.0066, "total_energy_ev": -37514.655, "symbols": ["H", "C", "O", "O", "C", "H", "H", "Mn"], "coordinates": [[0.90, 1.27, 0.61], [-0.03, 1.06, 0.03], [-1.03, 1.76, -0.03], [-0.21, -0.22, -0.25], [0.71, -1.19, 0.12], [0.32, -2.19, 0.05], [1.73, -0.86, 0.30], [-2.41, 0.36, -0.84]]}

=====

{"formula": "C47H98N3O12S", "method": "wB97M-V/def2-TZVPD", "homo_lumo_gap_ev": 4.6, "total_charge": 1, "lumo_energy_ev": -4.80, "total_energy_ev": -90171.317, "symbols": ["S", "C", "C", "C", "N", "C", "C", "C", "C", "C", "C", "C", "C", "C", "C", "C", "C", "C", "C", "N", "C", "C", "C", "C", "C", "C", "N", "H", "H", "H", "H", "H", "H", "H", "H", "H", "H", "H", "H", "H", "H", "H", "H", "H", "H", "H", "H", "H", "H", "H", "H", "H", "H", "H", "H", "H", "H", "H", "H", "H", "H", "H", "H", "H", "H", "C", "O", "C", "C", "O", "C", "H", "H", "H", "H", "H", "H", "H", "H", "H", "H", "C", "O", "C", "C", "O", "C", "H", "H", "H", "H", "H", "H", "H", "H", "H", "H", "C", "O", "C", "C", "O", "C", "H", "H", "H", "H", "H", "H", "H", "H", "H", "H", "C", "O", "C", "C", "O", "C", "H", "H", "H", "H", "H", "H", "H", "H", "H", "H", "C", "O", "C", "C", "O", "C", "H", "H", "H", "H", "H", "H", "H", "H", "H", "H", "C", "O", "C", "C", "O", "C", "H", "H", "H", "H", "H", "H", "H", "H", "H", "H"], "coordinates": [[-1.41, 10.11, -1.75], [-2.35, 9.30, -0.30], [-2.52, 7.68, -0.55], [-3.77, 7.26, -1.52], [-4.53, 6.01, -1.02], [-3.61, 4.87, -0.71], [-4.35, 3.49, -0.11], [-3.55, 2.13, 0.35], [-2.03, 1.97, -0.24], [-0.87, 2.78, 0.58], [-0.62, 2.27, 2.12], [-0.33, 0.67, 2.29], [0.61, 0.00, 1.13], [1.93, 0.86, 0.70], [2.07, 0.93, -0.96], [1.95, -0.53, -1.69], [0.53, -0.82, -2.46], [0.56, -0.60, -4.08], [0.00, 0.92, -4.38], [0.97, 1.69, -5.27], [2.43, 1.91, -4.92], [2.93, 2.81, -6.21], [1.63, 3.01, -7.22], [0.34, 2.23, -6.53], [-5.97, 3.68, -0.01], [-6.70, 5.06, -0.48], [-5.87, 6.18, -0.96], [-0.02, 9.82, -1.57], [-3.35, 9.85, -0.04], [-1.63, 9.42, 0.63], [-2.63, 7.18, 0.53], [-1.54, 7.19, -1.03], [-4.50, 8.20, -1.56], [-3.39, 7.12, -2.64], [-2.43, 4.91, -0.87], [-3.50, 2.02, 1.53], [-4.18, 1.22, -0.08], [-1.84, 0.82, -0.38], [-2.05, 2.43, -1.35], [-1.25, 3.91, 0.67], [0.13, 2.85, -0.06], [0.30, 2.89, 2.55], [-1.55, 2.55, 2.79], [0.18, 0.49, 3.33], [-1.36, 0.08, 2.33], [-0.08, -0.32, 0.22], [1.02, -1.03, 1.58], [2.96, 0.39, 1.07], [1.94, 1.98, 1.06], [1.29, 1.64, -1.46], [3.14, 1.36, -1.27], [2.07, -1.38, -0.86], [2.81, -0.75, -2.49], [-0.31, -0.12, -1.98], [0.20, -1.93, -2.17], [-0.22, -1.37, -4.54], [1.66, -0.79, -4.45], [-1.11, 0.90, -4.83], [-0.10, 1.55, -3.37], [3.06, 1.57, -3.98], [4.04, 3.20, -6.34], [1.57, 3.60, -8.24], [-0.77, 2.15, -6.91], [-6.66, 2.80, 0.38], [-7.89, 5.14, -0.42], [-8.83, 0.17, -5.07], [-9.14, 0.66, -3.77], [-8.78, -0.27, -2.74], [-7.42, 0.09, -2.11], [-6.36, -0.03, -3.06], [-6.00, 1.23, -3.62], [-8.81, 1.02, -5.76], [-7.85, -0.32, -5.11], [-9.61, -0.53, -5.39], [-8.78, -1.30, -3.13], [-9.55, -0.21, -1.97], [-7.22, -0.62, -1.30], [-7.45, 1.09, -1.67], [-5.36, 1.78, -2.92], [-6.87, 1.84, -3.87], [-5.43, 1.04, -4.54], [2.90, -3.64, 1.97], [1.75, -3.31, 2.74], [0.71, -4.29, 2.61], [0.72, -5.27, 3.78], [1.92, -6.05, 3.81], [2.87, -5.54, 4.73], [3.75, -3.06, 2.37], [3.16, -4.70, 2.03], [2.74, -3.36, 0.93], [0.80, -4.82, 1.65], [-0.24, -3.75, 2.60], [-0.12, -5.97, 3.65], [0.57, -4.75, 4.74], [2.61, -5.85, 5.75], [2.95, -4.44, 4.69], [3.85, -5.96, 4.48], [-5.48, -1.38, 1.92], [-6.81, -1.54, 1.43], [-7.20, -2.91, 1.35], [-8.03, -3.33, 2.57], [-7.26, -3.27, 3.78], [-7.50, -2.07, 4.51], [-5.37, -0.35, 2.27], [-5.26, -2.05, 2.75], [-4.77, -1.56, 1.11], [-6.32, -3.56, 1.23], [-7.82, -3.02, 0.46], [-8.34, -4.38, 2.44], [-8.94, -2.73, 2.66], [-8.43, -2.16, 5.07], [-7.55, -1.19, 3.86], [-6.67, -1.93, 5.21], [5.59, -0.22, 2.65], [5.46, 0.95, 1.86], [5.26, 2.13, 2.65], [6.57, 2.90, 2.86], [7.51, 2.14, 3.62], [8.47, 1.48, 2.79], [6.06, -1.00, 2.04], [6.20, -0.06, 3.54], [4.59, -0.57, 2.95], [4.79, 1.87, 3.61], [4.56, 2.76, 2.10], [6.35, 3.80, 3.43], [7.00, 3.21, 1.90], [9.24, 2.19, 2.49], [8.02, 1.03, 1.90], [8.94, 0.68, 3.38], [9.17, 2.26, -1.55], [9.67, 3.43, -0.91], [10.76, 3.16, -0.04], [12.11, 3.46, -0.71], [12.34, 2.59, -1.83], [12.01, 3.20, -3.07], [8.59, 2.56, -2.42], [9.98, 1.60, -1.89], [8.52, 1.72, -0.86], [10.72, 2.12, 0.33], [10.65, 3.82, 0.83], [12.91, 3.27, 0.01], [12.17, 4.51, -1.02], [12.82, 3.86, -3.38], [11.07, 3.77, -3.02], [11.89, 2.41, -3.82], [-2.19, -9.68, 0.24], [-2.49, -9.19, 1.54], [-2.13, -10.12, 2.57], [-0.78, -9.76, 3.20], [0.28, -9.88, 2.25], [0.64, -8.62, 1.68], [-2.17, -8.83, -0.45], [-1.21, -10.18, 0.20], [-2.96, -10.38, -0.09], [-2.13, -11.15, 2.18], [-2.91, -10.06, 3.34], [-0.57, -10.48, 4.00], [-0.80, -8.76, 3.64], [1.28, -8.07, 2.38], [-0.23, -8.01, 1.43], [1.21, -8.81, 0.76]]}

=====

{"formula": "C6H5NO", "method": "wB97M-V/def2-TZVPD", "de_lowest_ev": 3.3017, "homo_lumo_gap_ev": [8.8, 8.8], "lumo_energy_ev": [-0.88, -0.88], "smiles": "CC1=C(C#N)C(=O)C1", "total_energy_ev": -9835.906, "symbols": ["C", "C", "C", "C", "N", "C", "O", "C", "H", "H", "H", "H", "H"], "coordinates": [[-0.15, 0.39, 1.06], [-1.08, 0.15, -0.51], [-2.30, 0.11, -1.52], [-3.60, 0.32, -1.15], [-4.68, 0.61, -0.90], [-1.44, -0.62, -2.47], [-1.78, -1.18, -3.45], [-0.19, -0.51, -1.55], [-0.53, 1.33, 1.66], [-0.21, -0.58, 1.62], [0.77, 0.66, 0.61], [0.21, -1.41, -1.14], [0.66, 0.04, -2.00]]}

=====

{"formula": "C6H6N2O2S", "method": "wB97M-V/def2-TZVPD", "de_lowest_ev": 3.3107, "homo_lumo_gap_ev": 8.7, "lumo_energy_ev": 0.02, "total_energy_ev": -24225.149, "symbols": ["C", "C", "C", "C", "C", "C", "N", "N", "O", "O", "S", "H", "H", "H", "H", "H", "H"], "coordinates": [[0.08, -0.60, -1.05], [-1.17, -0.05, -1.69], [0.06, -1.96, -0.22], [-1.74, 1.14, -1.53], [0.21, -0.83, 0.52], [0.63, -0.18, 1.79], [-1.43, 2.00, -0.51], [1.80, -0.65, 2.17], [-0.07, 0.72, 2.22], [1.03, 2.22, -0.24], [-0.27, 2.41, 0.35], [0.98, -0.29, -1.51], [-1.54, -0.58, -2.53], [-0.15, -2.97, -0.40], [-2.64, 1.33, -2.14], [2.13, -1.42, 1.63], [2.07, -0.31, 3.15]]}